[1]
Below is a gas-phase ion, C8H14N (charge +1) in a non-equilibrium geometry, with properties calculated with wB97M-V/def2-TZVPD.

```
23
Properties=species:S:1:pos:R:3
C 0.65 -0.56 0.14
C -2.42 -0.51 -0.03
C -0.77 -0.85 -0.08
C 0.21 -1.94 0.18
C -1.61 -0.36 -1.23
C -3.07 0.72 0.61
C 1.86 1.63 0.04
C 2.95 -0.55 0.15
N 1.67 0.17 0.07
H 0.50 -2.75 -0.46
H 0.15 -2.33 1.12
H -1.77 -1.11 -2.00
H -1.55 0.64 -1.46
H -2.44 1.32 1.24
H -4.00 0.35 1.07
H -3.54 1.44 -0.17
H 2.44 1.90 0.85
H 2.38 1.78 -0.89
H 0.92 2.12 0.04
H 3.32 -0.47 1.22
H 2.83 -1.66 -0.07
H 3.65 0.02 -0.49
H -3.05 -1.34 0.13
```

Computed properties:
total charge	+1
E_tot	-10002.723	eV
gap between HOMO and LUMO	10.1	eV
SMILES string	C[C@H]1C[C@]12CC2=[N+](C)C
energy above the lowest of the compared OMol25 structures with the same formula, charge and spin	227.27	kJ/mol

Per-atom Mulliken charges, elementary charge units: number 1, C, carries 0.879; number 2, C, carries 0.104; number 3, C, carries 0.051; number 4, C, carries -0.958; number 5, C, carries -0.737; number 6, C, carries -1.304; number 7, C, carries -0.931; number 8, C, carries -0.859; number 9, N, carries -0.017; number 10, H, carries 0.363; number 11, H, carries 0.270; number 12, H, carries 0.275; number 13, H, carries 0.304; number 14, H, carries 0.362; number 15, H, carries 0.337; number 16, H, carries 0.310; number 17, H, carries 0.371; number 18, H, carries 0.372; number 19, H, carries 0.361; number 20, H, carries 0.350; number 21, H, carries 0.319; number 22, H, carries 0.294; number 23, H, carries 0.482

[2]
Below is C8H14N2 in the gas phase in a non-equilibrium geometry, with properties calculated with wB97M-V/def2-TZVPD.

```
24
Properties=species:S:1:pos:R:3
C -0.45 -1.65 -0.55
C -2.10 0.84 -0.82
C -2.71 -0.23 0.10
C -1.36 0.28 0.44
C 1.29 1.17 -1.01
C 2.39 -0.98 -0.24
C 1.24 0.07 0.10
C -0.12 -0.62 0.40
N -0.49 -2.48 -1.33
N -0.01 -1.30 1.72
H -1.78 0.50 -1.78
H -2.52 1.90 -0.76
H -3.54 -0.01 0.68
H -2.88 -1.27 -0.30
H -1.29 0.86 1.35
H 1.15 0.77 -2.09
H 0.49 1.99 -0.89
H 2.41 1.60 -1.00
H 2.25 -1.28 -1.30
H 3.24 -0.43 -0.19
H 2.50 -1.86 0.35
H 1.40 0.46 1.07
H -0.59 -2.01 1.94
H 0.91 -1.74 1.71
```

Computed properties:
E_tot	-11501.011	eV
gap between HOMO and LUMO	11.1	eV
SMILES string	CC(C)[C@](N)(C#N)C1CC1
energy above the lowest of the compared OMol25 structures with the same formula, charge and spin	238.31	kJ/mol

Per-atom Mulliken charges, elementary charge units: number 1, C, carries -0.411; number 2, C, carries -0.557; number 3, C, carries -0.821; number 4, C, carries -0.904; number 5, C, carries -1.167; number 6, C, carries -1.663; number 7, C, carries 0.024; number 8, C, carries 2.034; number 9, N, carries -0.572; number 10, N, carries -0.801; number 11, H, carries 0.303; number 12, H, carries 0.255; number 13, H, carries 0.332; number 14, H, carries 0.224; number 15, H, carries 0.522; number 16, H, carries 0.289; number 17, H, carries 0.284; number 18, H, carries 0.343; number 19, H, carries 0.363; number 20, H, carries 0.555; number 21, H, carries 0.440; number 22, H, carries 0.426; number 23, H, carries 0.214; number 24, H, carries 0.287

[3]
Below is 2 unconnected molecules or ions with the total composition C8H14N2O in a non-equilibrium geometry, with properties calculated with wB97M-V/def2-TZVPD.

```
25
Properties=species:S:1:pos:R:3
C 2.51 -1.73 2.04
C -3.04 0.84 -0.02
C -0.76 -0.14 0.03
C 3.86 1.74 2.28
C 4.86 1.15 1.34
C 3.65 0.43 1.69
C -2.73 -0.65 -2.91
C -2.44 -1.07 -1.48
N 2.97 -0.58 1.83
N -1.89 0.06 -0.53
O 0.34 -0.25 0.33
H 3.04 -2.48 2.58
H 1.43 -2.03 1.74
H -2.86 1.89 -0.44
H -3.12 0.78 1.12
H 3.99 1.77 3.27
H 3.36 2.45 1.76
H 5.01 1.52 0.38
H 5.60 0.65 1.84
H -4.01 0.53 -0.43
H -3.73 -0.01 -2.99
H -1.84 -0.07 -3.44
H -2.86 -1.52 -3.39
H -1.64 -1.81 -1.45
H -3.51 -1.37 -0.98
```

Computed properties:
total charge	+2
E_tot	-13528.733	eV
gap between HOMO and LUMO	10.4	eV
energy above the lowest of the compared OMol25 structures with the same formula, charge and spin	300.73	kJ/mol

Per-atom Mulliken charges, elementary charge units: number 1, C, carries -0.115; number 2, C, carries -0.906; number 3, C, carries 0.606; number 4, C, carries -0.541; number 5, C, carries -0.401; number 6, C, carries 0.470; number 7, C, carries -0.936; number 8, C, carries -0.544; number 9, N, carries -0.028; number 10, N, carries 0.140; number 11, O, carries -0.234; number 12, H, carries 0.326; number 13, H, carries 0.182; number 14, H, carries 0.345; number 15, H, carries 0.355; number 16, H, carries 0.304; number 17, H, carries 0.283; number 18, H, carries 0.290; number 19, H, carries 0.247; number 20, H, carries 0.409; number 21, H, carries 0.285; number 22, H, carries 0.303; number 23, H, carries 0.391; number 24, H, carries 0.419; number 25, H, carries 0.348

[4]
Below is 2 unconnected molecules or ions with the total composition C8H14N2O2 in a non-equilibrium geometry, with properties calculated with wB97M-V/def2-TZVPD.

```
26
Properties=species:S:1:pos:R:3
C -0.59 2.10 -0.24
C -0.33 0.61 0.02
C -1.42 -0.05 0.85
C -2.73 -0.17 0.12
C 1.69 -0.85 -0.42
C 2.36 -1.14 0.75
C 3.13 0.01 1.08
C 2.91 0.95 0.11
H 0.23 2.55 -0.82
H -1.52 2.25 -0.79
H -0.66 2.65 0.71
H -0.27 0.13 -0.95
H 0.59 0.52 0.56
H -1.13 -1.07 1.15
H -1.60 0.49 1.79
H -4.52 -0.63 0.39
H 1.19 -2.43 -1.59
H -0.06 -1.84 -0.71
H 2.30 -2.07 1.31
H 3.78 0.13 1.95
H 3.30 1.97 -0.01
H 1.67 0.85 -1.62
N 0.78 -1.57 -1.23
N 2.03 0.42 -0.79
O -3.72 -0.57 0.94
O -2.91 0.04 -1.06
```

Computed properties:
E_tot	-15597.790	eV
gap between HOMO and LUMO	9.0	eV
SMILES string	Nc1ccc[nH]1.CCCC(=O)O
energy above the lowest of the compared OMol25 structures with the same formula, charge and spin	0.00	kJ/mol

Per-atom Mulliken charges, elementary charge units: number 1, C, carries -1.409; number 2, C, carries -0.042; number 3, C, carries -0.881; number 4, C, carries 0.592; number 5, C, carries 0.237; number 6, C, carries -0.719; number 7, C, carries -0.432; number 8, C, carries -0.524; number 9, H, carries 0.328; number 10, H, carries 0.378; number 11, H, carries 0.324; number 12, H, carries 0.594; number 13, H, carries 0.139; number 14, H, carries 0.323; number 15, H, carries 0.424; number 16, H, carries 0.343; number 17, H, carries 0.315; number 18, H, carries 0.148; number 19, H, carries 0.440; number 20, H, carries 0.417; number 21, H, carries 0.381; number 22, H, carries 0.297; number 23, N, carries -0.536; number 24, N, carries -0.119; number 25, O, carries -0.450; number 26, O, carries -0.566

Copy entry 3 word for word.
Below is 2 unconnected molecules or ions with the total composition C8H14N2O in a non-equilibrium geometry, with properties calculated with wB97M-V/def2-TZVPD.

```
25
Properties=species:S:1:pos:R:3
C 2.51 -1.73 2.04
C -3.04 0.84 -0.02
C -0.76 -0.14 0.03
C 3.86 1.74 2.28
C 4.86 1.15 1.34
C 3.65 0.43 1.69
C -2.73 -0.65 -2.91
C -2.44 -1.07 -1.48
N 2.97 -0.58 1.83
N -1.89 0.06 -0.53
O 0.34 -0.25 0.33
H 3.04 -2.48 2.58
H 1.43 -2.03 1.74
H -2.86 1.89 -0.44
H -3.12 0.78 1.12
H 3.99 1.77 3.27
H 3.36 2.45 1.76
H 5.01 1.52 0.38
H 5.60 0.65 1.84
H -4.01 0.53 -0.43
H -3.73 -0.01 -2.99
H -1.84 -0.07 -3.44
H -2.86 -1.52 -3.39
H -1.64 -1.81 -1.45
H -3.51 -1.37 -0.98
```

Computed properties:
total charge	+2
E_tot	-13528.733	eV
gap between HOMO and LUMO	10.4	eV
energy above the lowest of the compared OMol25 structures with the same formula, charge and spin	300.73	kJ/mol

Per-atom Mulliken charges, elementary charge units: number 1, C, carries -0.115; number 2, C, carries -0.906; number 3, C, carries 0.606; number 4, C, carries -0.541; number 5, C, carries -0.401; number 6, C, carries 0.470; number 7, C, carries -0.936; number 8, C, carries -0.544; number 9, N, carries -0.028; number 10, N, carries 0.140; number 11, O, carries -0.234; number 12, H, carries 0.326; number 13, H, carries 0.182; number 14, H, carries 0.345; number 15, H, carries 0.355; number 16, H, carries 0.304; number 17, H, carries 0.283; number 18, H, carries 0.290; number 19, H, carries 0.247; number 20, H, carries 0.409; number 21, H, carries 0.285; number 22, H, carries 0.303; number 23, H, carries 0.391; number 24, H, carries 0.419; number 25, H, carries 0.348

Question: Which of these has the lowest energy above the lowest of the compared OMol25 structures with the same formula, charge and spin?
Answer: C8H14N2O2